Here is a molecular structure, C5H11PS4 at a distorted geometry from the OMol25 dataset. Energies are from ωB97M-V with the def2-TZVPD basis set.

Last column: Mulliken charge in e.
Positions of all 21 atoms, in Å:
C1 -0.60554 0.76498 0.37778  0.03
C2 -2.99649 -0.26522 0.27671  0.23
C3 0.40214 -1.60243 -0.75136  -1.45
C4 2.11321 0.63549 -1.49293  -1.02
C5 1.93152 0.08133 1.38030  -1.10
P1 0.88119 0.03323 -0.10440  0.67
S1 -2.92766 -0.70166 1.86933  -0.23
S2 -0.23827 2.44812 0.89362  -0.32
S3 -4.46947 -0.55749 -0.57005  -0.19
S4 -1.85289 0.47241 -0.75563  -0.15
H1 1.25574 -2.28145 -0.68692  0.38
H2 -0.30546 -1.99280 -0.01145  0.35
H3 0.13540 -1.32168 -1.74899  0.56
H4 1.54689 -0.01140 -2.15171  0.25
H5 2.18879 1.59715 -1.95151  0.37
H6 3.14229 0.28864 -1.39178  0.32
H7 2.99992 -0.05116 1.05157  0.36
H8 1.90523 1.10768 1.78244  0.39
H9 1.58508 -0.74133 2.18785  0.28
H10 -1.46599 2.88628 1.32677  0.13
H11 -5.22563 -0.78871 0.47034  0.15

DFT total energy	-2131.11324	Ha


Here is 3 unconnected molecules or ions with the total composition C18H44BN2O4S at a distorted geometry from the OMol25 dataset. Energies are from ωB97M-V with the def2-TZVPD basis set.

Last column: Mulliken charge in e.
Positions of all 70 atoms, in Å:
C1 -1.98219 0.90621 2.48930  -0.75
C2 -0.98529 -0.04920 2.34701  0.00
C3 0.35713 -0.12322 3.11142  -0.04
B1 0.69699 1.15481 4.09555  0.33
C4 1.50733 2.37105 3.32463  -0.41
C5 0.58383 3.51491 2.77931  -0.37
C6 1.13846 4.02211 1.39299  -0.73
S1 0.87941 2.74086 0.08327  -0.16
H1 -2.56044 1.10190 3.39452  0.26
H2 -2.21105 1.51293 1.60016  0.11
H3 -1.16469 -0.82754 1.57579  0.31
H4 1.16257 -0.32979 2.37925  -0.33
H5 0.30049 -1.02252 3.77627  0.15
H6 1.46141 0.72837 4.95014  -0.30
H7 -0.26755 1.56117 4.71198  -0.27
H8 2.17615 2.85098 4.07334  0.10
H9 2.17387 2.00253 2.51622  -0.07
H10 -0.45441 3.19986 2.60798  0.13
H11 0.62008 4.38444 3.46201  0.36
H12 0.56885 4.92826 1.12017  0.38
H13 2.21122 4.21929 1.49929  0.35
H14 -0.45498 2.41410 0.14811  -0.03
C7 -7.72771 1.45837 -2.02729  -0.70
O1 -7.04463 0.56122 -2.88374  -0.33
C8 -6.42538 1.18718 -4.00219  -0.81
C9 -4.90993 1.19675 -3.86401  -0.15
N1 -4.47121 2.12103 -2.82408  -0.34
C10 -3.06188 1.98381 -2.44771  -0.67
C11 -2.58943 0.64364 -1.87747  -0.64
O2 -3.10747 0.33663 -0.59634  -0.26
C12 -4.39943 -0.23630 -0.59007  -0.65
H15 -8.32962 0.86620 -1.33860  0.23
H16 -7.02816 2.05724 -1.43703  0.30
H17 -8.39243 2.11841 -2.59174  0.33
H18 -6.81719 2.19523 -4.17088  0.41
H19 -6.68300 0.58230 -4.87640  0.39
H20 -4.46612 1.49853 -4.81767  0.36
H21 -4.59573 0.16815 -3.65159  0.16
H22 -5.03330 1.97838 -1.99682  0.10
H23 -2.86623 2.74941 -1.69272  0.39
H24 -2.44552 2.23613 -3.31681  0.38
H25 -1.50692 0.72048 -1.74080  0.36
H26 -2.74564 -0.19199 -2.57002  0.36
H27 -4.57620 -0.87275 -1.46133  0.32
H28 -5.16608 0.54050 -0.52441  0.16
H29 -4.48512 -0.84891 0.30828  0.32
C13 3.76172 -0.18459 0.58309  -0.65
O3 3.44763 -1.43419 1.17451  -0.35
C14 2.61384 -2.25764 0.37439  -0.83
C15 3.38857 -3.44427 -0.18014  -0.21
N2 4.34680 -3.03102 -1.20266  -0.33
C16 5.31248 -4.06296 -1.57461  -0.70
C17 6.24260 -4.61033 -0.48795  -0.47
O4 7.20199 -3.68089 -0.01337  -0.44
C18 6.72952 -2.78660 0.98369  -0.50
H30 4.21299 0.44330 1.35050  0.23
H31 4.48768 -0.30259 -0.23094  0.33
H32 2.86547 0.31575 0.20973  0.22
H33 2.12426 -1.68930 -0.42219  0.38
H34 1.83054 -2.63977 1.03466  0.41
H35 2.68600 -4.15934 -0.61946  0.39
H36 3.88580 -3.93069 0.66739  0.17
H37 4.85756 -2.22541 -0.86898  0.09
H38 5.94070 -3.63313 -2.35998  0.37
H39 4.76935 -4.89862 -2.02915  0.40
H40 6.82257 -5.41958 -0.94199  0.35
H41 5.69716 -5.06343 0.34683  0.35
H42 5.98478 -3.24774 1.63542  0.28
H43 6.32464 -1.88039 0.52929  0.15
H44 7.58254 -2.48770 1.59468  0.32

DFT total energy	-1545.53164	Ha
net charge	-1


Here is a single C4H3Cl2N molecule at a distorted geometry from the OMol25 dataset. Energies are from ωB97M-V with the def2-TZVPD basis set.

Last column: Mulliken charge in e.
Positions of all 10 atoms, in Å:
C1 -2.13991 1.03860 0.06722  -0.51
C2 -1.68219 -0.21814 0.01943  0.40
C3 0.78125 -0.13458 0.13416  0.50
C4 2.14425 -0.02584 0.01916  -1.07
N1 -0.37240 -0.27895 -0.01542  0.12
Cl1 -3.74222 1.55889 0.03388  -0.12
Cl2 -2.36401 -1.94823 -0.04144  -0.25
H1 2.32280 -0.98074 -0.17170  0.33
H2 2.50028 0.54877 0.88170  0.28
H3 2.55215 0.44021 -0.92699  0.30

ΔE to the lowest compared entry with this formula, charge and spin	118.4	kcal per mole


Here is 14 unconnected molecules or ions with the total composition C24H76O14 at a distorted geometry from the OMol25 dataset. Energies are from ωB97M-V with the def2-TZVPD basis set.

Last column: Mulliken charge in e.
Positions of all 114 atoms, in Å:
C1 -21.82651 11.31642 -6.70700  0.32
C2 -20.75096 10.95435 -7.75800  -0.76
O1 -19.47773 11.43649 -7.44774  -0.53
H1 -22.15454 12.36022 -6.64435  -0.48
H2 -21.42661 11.02885 -5.71087  0.61
H3 -22.72917 10.74502 -6.91479  -0.26
H4 -21.21612 11.20235 -8.67864  0.15
H5 -20.66545 9.88643 -7.82794  0.51
H6 -19.27228 11.08660 -6.60560  0.39
C3 -29.20795 10.75087 -8.86297  -2.15
C4 -28.37599 11.81131 -9.61696  0.69
O2 -27.10314 11.33454 -10.02147  -0.22
H7 -28.72047 10.16889 -8.26527  0.62
H8 -29.72207 10.03508 -9.54150  0.40
H9 -30.03964 11.13957 -8.38921  0.57
H10 -28.14679 12.73249 -9.08042  -0.35
H11 -29.03536 12.08621 -10.43681  0.41
H12 -26.72840 11.89401 -10.70305  -0.25
C5 -30.10042 13.48761 -6.02460  -1.14
C6 -29.61472 12.48480 -5.01191  0.66
O3 -30.47277 12.51150 -3.86477  -0.60
H13 -29.34698 13.41441 -6.84481  0.07
H14 -29.96193 14.43914 -5.56308  0.44
H15 -31.11496 13.27642 -6.20348  0.41
H16 -28.68368 12.91398 -4.65204  -0.38
H17 -29.46444 11.52177 -5.50493  0.16
H18 -29.89820 12.46751 -3.08718  0.36
C7 -27.57857 17.22165 -4.32006  -1.67
C8 -27.38738 15.98310 -5.18616  0.87
O4 -26.00551 15.96726 -5.44046  -0.40
H19 -28.61768 17.30422 -3.92595  0.39
H20 -27.47196 18.15407 -4.86580  0.33
H21 -26.91925 17.24183 -3.46222  0.33
H22 -27.87795 16.06867 -6.15599  -0.11
H23 -27.66768 15.02105 -4.69952  -0.04
H24 -25.88056 15.14108 -5.90086  -0.13
C9 -24.21387 13.91646 -8.06306  -0.24
C10 -25.19050 12.96725 -7.49519  2.32
O5 -26.32701 13.63792 -7.04504  1.86
H25 -24.55275 14.41982 -8.92717  0.36
H26 -23.25904 13.43329 -8.36431  -0.43
H27 -23.92225 14.66583 -7.37825  -0.27
H28 -24.74290 12.49888 -6.60159  -0.82
H29 -25.68968 12.24898 -8.08650  -0.36
H30 -26.88486 13.95763 -7.79070  -1.41
C11 -23.88638 12.05361 -3.64970  -1.02
C12 -24.69761 13.32689 -3.88213  1.12
O6 -26.07155 12.97321 -3.95571  -0.65
H31 -22.80580 12.26544 -3.64478  0.29
H32 -24.07554 11.37150 -4.48949  0.04
H33 -24.07670 11.45670 -2.78452  0.41
H34 -24.57963 13.76137 -4.84158  -0.73
H35 -24.42889 14.05003 -3.15957  0.47
H36 -26.40108 13.27554 -4.84651  -0.11
C13 -26.70097 10.11332 -5.92564  -0.65
C14 -25.62373 9.63846 -6.83950  0.98
O7 -26.19808 9.28328 -8.03474  -0.65
H37 -26.24326 10.65220 -5.15381  0.21
H38 -27.29466 9.37478 -5.40406  0.46
H39 -27.41991 10.74039 -6.48315  -0.29
H40 -25.09339 8.71944 -6.51602  0.47
H41 -24.83150 10.39666 -6.93960  -0.94
H42 -26.01971 9.87817 -8.73768  0.09
C15 -20.06570 14.81214 -8.08663  -1.81
C16 -21.09326 15.85221 -8.62331  1.11
O8 -21.76184 15.27280 -9.67679  -0.58
H43 -19.33748 15.28180 -7.44344  0.56
H44 -19.41494 14.59131 -8.92950  0.45
H45 -20.39651 13.88171 -7.67728  0.20
H46 -20.68256 16.77521 -9.04229  0.62
H47 -21.77705 16.02494 -7.78739  -0.85
H48 -22.34317 15.96552 -10.05278  0.25
C17 -25.36302 17.66173 -8.03344  -0.26
C18 -24.26747 18.40452 -7.20994  -0.48
O9 -22.98043 18.17420 -7.78569  -0.56
H49 -25.11773 16.63999 -8.06483  -0.35
H50 -25.77651 18.15816 -8.89419  0.61
H51 -26.18971 17.77518 -7.39918  0.11
H52 -24.13571 17.98983 -6.16392  0.15
H53 -24.38771 19.43360 -7.09276  0.51
H54 -22.31866 18.08388 -7.08255  0.31
C19 -26.38401 13.35291 -12.14165  -0.33
C20 -26.17522 12.27155 -13.13544  -0.34
O10 -24.86643 12.30350 -13.55874  -0.52
H55 -26.04010 14.24299 -12.67918  0.48
H56 -25.77309 13.31790 -11.29383  -0.54
H57 -27.42547 13.37628 -11.85974  0.28
H58 -26.81334 12.63751 -13.93109  0.34
H59 -26.44056 11.28594 -12.77101  0.41
H60 -24.67085 11.51263 -14.02563  0.30
C21 -23.65664 9.93941 -10.02079  -0.65
O11 -24.76048 10.09064 -10.88107  -0.37
H61 -23.48454 10.71839 -9.25650  -0.13
H62 -22.76181 10.03657 -10.62230  0.54
H63 -23.62117 9.00876 -9.50145  0.47
H64 -24.58026 9.65418 -11.74669  0.26
C22 -21.88086 15.14477 -5.25511  0.24
O12 -21.89281 15.22883 -3.86996  -0.68
H65 -22.53957 15.76599 -5.73980  -0.25
H66 -22.25475 14.12319 -5.43857  -0.13
H67 -20.87047 15.09131 -5.57384  0.38
H68 -22.59575 15.91981 -3.51564  0.38
C23 -22.96610 12.98839 -11.20619  -0.24
O13 -21.74573 12.77081 -10.62336  -0.62
H69 -23.65433 12.87347 -10.41472  -0.32
H70 -23.25977 12.41461 -12.06244  0.44
H71 -23.07383 14.00162 -11.57177  0.36
H72 -21.62958 13.49140 -10.05915  0.38
C24 -28.24668 15.74614 -9.22370  -1.04
O14 -26.89449 15.36610 -9.30993  0.04
H73 -28.74233 14.94888 -8.70908  0.21
H74 -28.70787 15.83528 -10.21075  0.35
H75 -28.35740 16.57844 -8.62985  0.36
H76 -26.47362 15.88031 -9.96830  0.23

ΔE to the lowest compared entry with this formula, charge and spin	223.3	kcal per mole


Here is a molecular structure, C35H47ClFeO4PSi at a distorted geometry from the OMol25 dataset. Energies are from ωB97M-V with the def2-TZVPD basis set.

Last column: Mulliken spin population.
Positions of all 90 atoms, in Å:
C1 1.08329 2.37342 0.42280  0.01
C2 2.00657 2.16581 -0.64667  0.12
C3 1.36443 2.56373 -1.85650  0.12
H1 3.02333 1.78633 -0.53500  0.01
C4 0.04871 3.01893 -1.54180  0.06
C5 -0.11967 2.95650 -0.11717  0.12
H2 -0.91735 3.41873 0.46862  0.01
H3 1.29546 2.24935 1.48288  0.04
H4 1.82835 2.59713 -2.84048  0.01
H5 -0.68520 3.44110 -2.24068  0.00
Fe1 -0.15351 0.84415 -0.87191  3.96
Cl1 -1.44037 -0.14570 -2.44721  0.16
P1 2.04765 -0.79790 -2.60779  0.07
C6 2.19888 -0.01716 -4.24980  -0.04
C7 3.39470 0.12452 -4.97235  0.00
H6 4.33438 -0.24802 -4.56684  0.00
C8 3.39921 0.77544 -6.21354  0.00
H7 4.33360 0.89365 -6.76260  0.00
C9 2.22212 1.28985 -6.76238  0.00
H8 2.22366 1.77853 -7.74294  0.00
C10 1.03025 1.17037 -6.03784  0.00
H9 0.10818 1.58920 -6.44049  0.00
C11 1.02370 0.52566 -4.80360  0.01
H10 0.08741 0.44904 -4.24382  0.01
C12 3.75838 -0.98496 -2.02605  0.02
C13 4.58836 0.15263 -1.92625  0.00
H11 4.22848 1.12863 -2.25703  0.00
C14 5.86297 0.05410 -1.36500  0.00
H12 6.49164 0.94258 -1.29381  0.00
C15 6.33381 -1.16752 -0.87232  0.01
H13 7.33551 -1.24192 -0.43769  0.00
C16 5.49845 -2.28868 -0.92567  0.00
H14 5.84350 -3.23347 -0.50765  0.00
C17 4.21567 -2.19943 -1.47807  0.01
H15 3.55782 -3.06656 -1.45390  0.00
C18 1.44546 -2.48502 -2.95440  -0.01
C19 1.72531 -3.14513 -4.15857  0.00
H16 2.26551 -2.63109 -4.95341  0.00
C20 1.29987 -4.46593 -4.34805  0.00
H17 1.53309 -4.98202 -5.27833  0.00
C21 0.56783 -5.13341 -3.36094  0.00
H18 0.25628 -6.17391 -3.50528  0.00
C22 0.23195 -4.45277 -2.18539  0.00
H19 -0.36168 -4.95674 -1.42188  0.00
C23 0.65162 -3.13602 -1.98492  0.02
H20 0.35236 -2.59743 -1.08428  0.01
C24 -0.50197 3.50438 3.33909  0.00
C25 -0.57115 2.12817 3.99041  0.00
C26 0.71450 1.86567 4.77445  0.00
C27 -1.79867 1.98012 4.88459  0.00
O1 -0.60186 1.13363 2.93930  0.02
Si1 -1.31484 0.06385 1.93983  0.06
O2 -0.29286 -0.04671 0.69539  0.22
O3 -1.28513 -1.43887 2.61155  -0.02
C28 -2.20006 -2.17701 3.45137  0.00
C29 -1.50939 -3.52498 3.65414  0.00
C30 -2.38723 -1.48036 4.79049  0.00
C31 -3.53510 -2.40022 2.74679  0.00
O4 -2.87529 0.50227 1.70425  0.01
C32 -3.90196 1.35661 1.03084  0.00
C33 -3.79239 1.25008 -0.48800  0.01
C34 -5.23549 0.76963 1.50171  0.00
C35 -3.71399 2.80948 1.45624  0.00
H21 -0.40327 4.28166 4.10932  0.00
H22 -1.40511 3.70908 2.75327  0.00
H23 0.37187 3.57256 2.67975  0.00
H24 0.82734 2.61198 5.57103  0.00
H25 0.69777 0.86435 5.22524  0.00
H26 1.58915 1.93009 4.11389  0.00
H27 -2.72419 2.00946 4.29418  0.00
H28 -1.75191 1.02935 5.42927  0.00
H29 -1.82600 2.79607 5.62349  0.00
H30 -0.51182 -3.38079 4.08747  0.00
H31 -2.09973 -4.15710 4.32428  0.00
H32 -1.40785 -4.04258 2.69130  0.00
H33 -2.97895 -0.56366 4.68569  0.00
H34 -2.91613 -2.15130 5.48758  0.00
H35 -1.41222 -1.23601 5.23138  0.00
H36 -4.07493 -1.46325 2.57007  0.00
H37 -3.37468 -2.89991 1.78231  0.00
H38 -4.16328 -3.05903 3.36963  0.00
H39 -2.86588 1.71447 -0.85839  0.01
H40 -3.79563 0.20449 -0.81944  0.00
H41 -4.63405 1.77610 -0.97150  0.00
H42 -5.31002 0.79761 2.59700  0.00
H43 -6.09108 1.32905 1.09865  0.00
H44 -5.32871 -0.26953 1.15458  0.00
H45 -3.67158 2.90805 2.54848  0.00
H46 -2.79993 3.22435 1.00226  0.00
H47 -4.55630 3.43010 1.10275  0.00

DFT total energy	-4017.79724	Ha
2S+1	6
expectation value of S²	8.77